Formula: C4H5NO
Source: the Open Molecules 2025 dataset
Level of theory: ωB97M-V/def2-TZVPD

Properties
multiplicity	1
E	-7763.5173	eV
HOMO	-7.92	eV
SMILES string	[H]/N=C/[C@H]1CC1=O
HOMO-LUMO gap	8.7	eV
charge	0
relative energy (zero: lowest compared OMol25 entry of this formula, charge and spin)	69.4	kcal per mole

Last columns: bonded neighbours and bond lengths (Å).
Geometry (Å):
1 C 0.8387 0.0116 1.0065  H2 1.089, C5 1.425, C7 1.515, H8 1.088
2 H 1.8821 -0.1873 1.2482  C1 1.089
3 C -0.6734 0.6181 -0.8339  C7 1.425, N10 1.294, H11 1.097
4 O 0.0965 -2.2758 0.1318  C5 1.164
5 C 0.3090 -1.1619 0.3963  C1 1.425, O4 1.164, C7 1.856
6 H 1.5409 0.7696 -1.0214  C7 1.086
7 C 0.6840 0.4557 -0.4334  C1 1.515, C3 1.425, C5 1.856, H6 1.086
8 H 0.2729 0.5037 1.7943  C1 1.088
9 H -2.4935 0.0876 -0.4346  N10 1.013
10 N -1.5675 0.1414 -0.0288  C3 1.294, H9 1.013
11 H -0.8886 1.0359 -1.8253  C3 1.097

Atom-resolved charges from natural (NBO), all expressed in e:
1 C -0.5318
2 H 0.2637
3 C 0.1115
4 O -0.4419
5 C 0.8089
6 H 0.2319
7 C -0.4612
8 H 0.2537
9 H 0.3548
10 N -0.7649
11 H 0.1754